Arrangement i

13
Properties=species:S:1:pos:R:3 method="wB97M-V/def2-TZVPD" total_charge=-1 homo_lumo_gap_ev=7.4
C 0.624 0.164 -0.426
C -0.771 0.006 -0.613
C 1.841 -0.068 -0.291
C -1.733 1.100 -0.118
C -1.508 -1.019 0.479
N 3.177 0.163 0.120
O -1.961 2.132 -0.717
O -2.006 -2.037 0.004
O -2.406 0.513 0.746
H -1.238 -0.968 1.460
H -0.984 -0.154 -1.681
H 3.762 -0.665 0.203
H 3.202 0.832 0.834

=====

Arrangement ii

13
Properties=species:S:1:pos:R:3 method="wB97M-V/def2-TZVPD" total_charge=-1 homo_lumo_gap_ev="7.7 / 7.7"
C 0.474 1.821 -0.332
C -0.224 -0.344 0.246
C -0.220 0.883 0.820
C 0.657 -0.387 -0.907
C -0.674 -1.557 0.959
N 0.722 1.066 -1.381
O -0.620 1.347 1.891
O 0.947 1.329 -2.575
O 1.265 -1.310 -1.457
H 0.112 2.716 -0.591
H -1.716 -1.736 0.593
H -0.714 -1.421 2.070
H -0.009 -2.407 0.662

=====

arrangement ii takes first place; second place is 0.0156 hartree up.

=====

Arrangement i

7
Properties=species:S:1:pos:R:3 method="wB97M-V/def2-TZVPD" total_charge=0 homo_lumo_gap_ev=10.1
O -0.139 0.916 0.917
O 1.038 -1.043 0.240
P -0.004 0.061 -0.358
S -1.683 -0.592 -1.029
Cl 1.281 0.912 -1.571
H -1.082 1.266 0.950
H 0.589 -1.519 0.851

=====

Arrangement ii

7
Properties=species:S:1:pos:R:3 method="wB97M-V/def2-TZVPD" total_charge=0 homo_lumo_gap_ev=10.3
O 2.484 -0.314 -0.149
O 3.827 1.141 -1.738
P 3.898 0.164 -0.301
S 5.553 0.054 0.633
Cl -1.366 0.028 0.461
H -0.988 -0.910 -0.406
H 2.982 1.005 -2.171

=====

arrangement i takes first place; second place is 0.0561 hartree up.

=====

Arrangement i

14
Properties=species:S:1:pos:R:3 method="wB97M-V/def2-TZVPD" total_charge=-1 homo_lumo_gap_ev=5.9
C 0.303 -1.624 1.498
O -0.840 -1.789 0.880
H 0.529 -0.821 2.254
H 0.731 -2.551 1.960
H 1.254 -1.292 0.792
C -0.713 -0.238 -1.641
S 0.099 1.352 -1.776
C 0.246 1.996 -0.094
H -1.747 0.045 -1.804
H -0.555 -0.531 -0.561
H -0.259 -1.072 -2.163
H 0.630 3.027 -0.231
H -0.727 1.984 0.409
H 1.047 1.515 0.479

=====

Arrangement ii

14
Properties=species:S:1:pos:R:3 method="wB97M-V/def2-TZVPD" total_charge=-1 homo_lumo_gap_ev=5.9
C 1.381 -1.378 0.961
O 1.620 -1.058 -0.317
H 0.524 -2.069 1.137
H 2.247 -1.855 1.483
H 1.080 -0.520 1.637
C 0.312 1.442 -1.075
S -1.475 1.705 -0.844
C -1.871 0.098 -0.049
H 0.650 1.733 -2.059
H 0.548 0.389 -0.865
H 0.806 2.033 -0.306
H -2.923 -0.025 -0.120
H -1.316 -0.668 -0.574
H -1.583 0.174 0.992

=====

Arrangement iii

14
Properties=species:S:1:pos:R:3 method="wB97M-V/def2-TZVPD" total_charge=-1 homo_lumo_gap_ev=6.7
C 0.759 0.999 0.982
C 0.028 -0.342 1.157
C -1.143 -0.690 0.216
S -0.627 -2.048 -0.990
H 0.892 1.583 1.911
H 1.557 0.955 0.248
H -0.079 1.636 0.555
H -0.321 -0.459 2.212
H 0.818 -1.150 1.067
H -1.889 -1.108 0.943
H -1.435 0.224 -0.255
H 0.301 -0.636 -2.520
H 0.328 0.909 -2.632
O 0.811 0.126 -2.893

=====

arrangement iii takes first place; second place is 0.0479 hartree up.

=====

Arrangement i

14
Properties=species:S:1:pos:R:3 method="wB97M-V/def2-TZVPD" total_charge=-1 homo_lumo_gap_ev=5.9
C 0.797 -1.877 -1.844
O 0.795 -0.481 -1.918
H 1.363 -2.246 -0.996
H -0.175 -2.350 -1.789
H 1.228 -2.254 -2.777
C -1.130 1.708 1.193
C -0.013 0.663 1.245
S 0.290 -0.038 2.920
H -2.114 1.254 1.055
H -0.905 2.439 0.406
H -1.160 2.322 2.092
H -0.286 -0.172 0.592
H 0.929 1.134 0.957
H 0.381 -0.104 -1.135

=====

Arrangement ii

14
Properties=species:S:1:pos:R:3 method="wB97M-V/def2-TZVPD" total_charge=-1 homo_lumo_gap_ev=7.3
C 1.286 -0.944 1.470
O 0.645 -0.331 0.434
C 2.244 -0.026 2.215
H 1.853 -1.815 1.084
H 0.575 -1.387 2.188
H 2.830 -0.594 2.949
H 1.667 0.715 2.774
H 2.947 0.465 1.544
C -2.192 -0.380 -1.179
S -0.969 0.950 -1.503
H -2.451 -0.765 -2.165
H -1.802 -1.135 -0.502
H -3.102 0.044 -0.744
H -0.061 0.292 -0.329

=====

Arrangement iii

14
Properties=species:S:1:pos:R:3 method="wB97M-V/def2-TZVPD" total_charge=-1 homo_lumo_gap_ev=6.9
C 0.964 1.672 0.366
C 0.049 1.450 -0.857
C -1.287 0.725 -0.539
S -1.123 -1.085 -0.084
H 0.793 2.588 0.937
H 1.969 1.781 -0.079
H 0.858 0.774 1.045
H -0.104 2.403 -1.361
H 0.583 0.826 -1.615
H -1.917 0.836 -1.405
H -1.703 1.296 0.310
H 1.112 -1.455 1.348
H 1.869 -1.461 0.113
O 2.041 -1.626 1.051

=====

Arrangement iv

14
Properties=species:S:1:pos:R:3 method="wB97M-V/def2-TZVPD" total_charge=-1 homo_lumo_gap_ev=6.8
C -2.352 0.145 -1.467
O -1.574 1.082 -0.771
H -3.130 -0.272 -0.815
H -1.768 -0.765 -1.675
H -2.793 0.692 -2.293
C 2.057 -0.625 0.410
C 1.217 0.294 1.283
S -0.459 -0.369 1.633
H 2.022 -1.659 0.739
H 1.807 -0.507 -0.650
H 3.113 -0.320 0.449
H 1.143 1.332 0.960
H 1.716 0.315 2.263
H -1.000 0.655 -0.066

=====

arrangement iii takes first place; second place is 0.0204 hartree up.

=====

Arrangement i

19
Properties=species:S:1:pos:R:3 method="wB97M-V/def2-TZVPD" total_charge=0 homo_lumo_gap_ev=9.6
C 1.836 -0.692 -2.335
N 2.472 0.813 -0.045
C 1.712 -0.377 -0.028
N 1.491 -1.156 -0.998
H 1.429 -1.388 -3.065
H 1.420 0.302 -2.526
H 2.910 -0.666 -2.520
H 2.627 1.111 -1.010
H 2.058 1.514 0.555
H 1.456 -0.665 0.984
H -4.645 1.084 -1.469
H -4.079 -0.019 -0.536
O -4.588 0.127 -1.340
H -0.132 -3.182 3.716
H -1.542 -2.832 3.340
O -0.775 -2.455 3.792
H -1.900 3.007 1.519
H -0.768 2.743 0.513
O -0.979 2.730 1.454

=====

Arrangement ii

19
Properties=species:S:1:pos:R:3 method="wB97M-V/def2-TZVPD" total_charge=0 homo_lumo_gap_ev=10.0
C 1.187 2.006 0.663
N 0.681 0.729 0.958
C -0.137 0.686 2.028
N -1.349 0.239 1.870
H 0.513 2.583 -0.081
H 2.117 1.769 0.224
H 1.196 2.649 1.617
H 0.313 0.202 0.147
H 0.235 1.312 2.870
H -1.665 0.325 2.831
H -1.772 -2.244 -0.808
H -0.532 -2.513 -1.361
O -1.317 -2.938 -1.184
H 2.891 -2.351 -3.278
H 3.491 -2.351 -1.939
O 2.708 -2.098 -2.430
H -2.701 2.125 -0.993
H -1.927 1.566 0.149
O -1.864 1.787 -0.801

=====

arrangement i takes first place; second place is 0.0230 hartree up.

=====

Arrangement i

19
Properties=species:S:1:pos:R:3 method="wB97M-V/def2-TZVPD" total_charge=0 homo_lumo_gap_ev=8.3
C -1.390 0.408 1.905
N 0.720 1.694 -0.300
C -0.097 2.250 0.691
N -0.472 1.566 1.747
H -0.798 -0.504 2.046
H -2.300 0.443 1.196
H -1.549 0.367 3.019
H 1.120 0.733 -0.284
H 1.445 2.391 -0.557
H 0.136 3.252 0.749
H -0.430 0.644 -1.659
H -1.815 0.243 -2.352
O -0.928 -0.048 -2.148
H 0.087 -2.962 0.649
H 0.130 -4.440 0.318
O 0.255 -3.873 1.044
H 2.208 -1.041 -1.390
H 1.375 -0.455 -2.400
O 2.304 -0.667 -2.276

=====

Arrangement ii

19
Properties=species:S:1:pos:R:3 method="wB97M-V/def2-TZVPD" total_charge=0 homo_lumo_gap_ev=9.1
C -0.064 1.278 -1.099
N 0.785 0.421 1.603
C 1.628 0.782 0.566
N 1.284 0.964 -0.648
H -0.165 2.339 -0.810
H -0.173 1.192 -2.170
H -0.841 0.814 -0.482
H 0.003 -0.154 1.295
H 1.355 0.148 2.386
H 2.599 1.188 0.816
H -2.977 1.460 1.168
H -3.320 0.133 1.755
O -2.967 0.538 0.942
H 1.008 -1.533 -2.599
H 1.477 -0.888 -1.273
O 1.188 -1.715 -1.686
H -1.546 -1.158 0.061
H -0.262 -1.786 -0.475
O -0.791 -1.675 0.324

=====

arrangement ii takes first place; second place is 0.0848 hartree up.

=====

Arrangement i

8
Properties=species:S:1:pos:R:3 method="wB97M-V/def2-TZVPD" total_charge=-1 homo_lumo_gap_ev=7.1
C -0.281 -0.186 -0.083
N -1.356 0.524 -0.062
O -1.177 1.997 0.010
O -2.510 0.096 -0.142
O -0.455 -1.447 -0.124
S 1.527 0.597 -0.064
H -1.446 -1.384 -0.188
H -0.231 1.895 -0.008

=====

Arrangement ii

8
Properties=species:S:1:pos:R:3 method="wB97M-V/def2-TZVPD" total_charge=-1 homo_lumo_gap_ev=7.4
C 1.546 1.454 -0.736
N -1.334 -0.220 0.286
O 0.413 -1.862 -0.771
O 1.368 2.256 0.084
O 0.951 -0.745 1.317
S 0.427 -0.569 -0.005
H -1.558 0.692 -0.101
H -1.814 -1.006 -0.074

=====

arrangement ii takes first place; second place is 0.0865 hartree up.

=====

Arrangement i

20
Properties=species:S:1:pos:R:3 method="wB97M-V/def2-TZVPD" total_charge=0 homo_lumo_gap_ev=8.5
C -1.870 -0.582 0.408
C 0.563 0.424 -1.412
N -2.255 0.632 0.474
N -2.279 -1.531 -0.465
H -1.060 -0.880 1.064
H -3.004 0.879 -0.172
H -0.821 1.577 0.528
H -3.043 -1.347 -1.094
H -1.907 -2.463 -0.420
H 0.812 -0.630 -1.500
H -0.519 0.568 -1.554
H 1.087 1.024 -2.167
C 2.550 -0.572 0.902
O 1.225 -0.115 0.910
N 1.080 1.002 -0.058
N 0.233 1.939 0.444
H 0.536 2.189 1.382
H 2.804 -1.052 -0.053
H 2.623 -1.310 1.699
H 3.248 0.249 1.083

=====

Arrangement ii

20
Properties=species:S:1:pos:R:3 method="wB97M-V/def2-TZVPD" total_charge=0 homo_lumo_gap_ev=10.2
C 0.106 -0.515 -0.802
C -0.115 0.376 0.469
C -1.187 1.433 0.253
N 1.299 -1.360 -0.545
N -0.760 -0.675 1.456
N 1.117 0.968 0.851
N 0.331 0.362 -1.923
O -1.025 -1.292 -0.981
H -1.410 -1.357 0.028
H 1.017 -2.169 0.000
H 1.637 -1.719 -1.436
H -0.044 -1.307 1.797
H -1.150 -0.202 2.265
H 1.882 0.305 0.767
H 1.088 1.386 1.775
H 1.194 0.876 -1.784
H 0.346 -0.176 -2.784
H -0.910 2.051 -0.591
H -1.274 2.057 1.145
H -2.142 0.959 0.040

=====

arrangement ii takes first place; second place is 0.1336 hartree up.

=====

Arrangement i

19
Properties=species:S:1:pos:R:3 method="wB97M-V/def2-TZVPD" total_charge=0 homo_lumo_gap_ev="6.9 / 6.9"
C -3.263 -0.451 0.123
C -2.871 0.429 -0.945
C -2.130 -0.880 0.811
C -1.529 0.577 -0.875
C 2.941 -0.197 -0.691
C 2.296 0.610 0.588
C 0.225 -0.242 0.661
N -1.034 -0.222 0.141
O 2.191 -1.244 -0.846
O 0.952 0.817 0.281
H -4.307 -0.570 0.355
H -3.733 0.978 -1.473
H -1.844 -1.583 1.545
H -0.718 1.081 -1.448
H 3.091 0.578 -1.549
H 3.966 -0.380 -0.184
H 2.403 -0.040 1.349
H 2.805 1.621 0.617
H 0.558 -0.880 1.539

=====

Arrangement ii

19
Properties=species:S:1:pos:R:3 method="wB97M-V/def2-TZVPD" total_charge=0 homo_lumo_gap_ev=8.9
C 3.107 -0.429 -0.427
C 2.072 0.088 0.563
C 0.335 1.753 -0.031
C -0.991 1.972 0.116
C -1.990 0.947 -0.157
C -1.612 -0.336 -0.115
C -0.159 -0.677 -0.058
H 2.802 0.180 -1.295
H 3.076 -1.532 -0.797
H 4.158 -0.399 -0.055
H 1.755 -0.525 1.462
H 2.316 1.127 1.124
H 1.116 2.511 -0.117
H -1.266 3.147 0.191
H -3.011 1.328 -0.474
H -1.751 -2.133 0.205
N 0.743 0.362 -0.131
O -2.444 -1.400 0.015
O 0.074 -1.867 0.152

=====

Arrangement iii

19
Properties=species:S:1:pos:R:3 method="wB97M-V/def2-TZVPD" total_charge=0 homo_lumo_gap_ev=9.5
C -0.684 -0.978 0.382
C -1.390 -1.896 -0.609
C 0.527 -0.327 -0.282
C 0.176 1.894 -0.152
C 1.637 -0.914 -0.720
C -0.035 3.210 -0.220
O 0.017 0.960 -1.092
O -0.281 -1.754 1.486
C 0.825 1.260 1.025
N 1.231 1.061 2.098
H 0.105 -1.179 2.161
H -1.367 -0.175 0.692
H -0.721 -2.705 -0.898
H -1.687 -1.337 -1.494
H -2.272 -2.322 -0.131
H 2.220 -1.567 -0.093
H 2.041 -0.702 -1.698
H 0.143 3.828 0.644
H -0.483 3.643 -1.098

=====

arrangement ii takes first place; second place is 0.0800 hartree up.

=====

Arrangement i

18
Properties=species:S:1:pos:R:3 method="wB97M-V/def2-TZVPD" total_charge=+1 spin_multiplicity=2 homo_lumo_gap_ev="10.8 / 5.8"
C -1.930 0.056 -0.184
C -0.513 0.490 -0.278
N 0.503 -0.421 -0.662
C 1.887 -0.059 -0.436
C 0.259 -1.767 -1.139
O -0.148 1.621 -0.067
H -2.034 -0.982 0.107
H -2.362 0.656 0.634
H -2.500 0.309 -1.082
H 2.256 -0.577 0.451
H 1.956 1.013 -0.347
H 2.468 -0.404 -1.278
H 1.011 -2.422 -0.714
H -0.721 -2.118 -0.864
H 0.292 -1.790 -2.235
H -0.500 2.250 3.398
H -0.142 2.128 1.897
O 0.217 2.017 2.799

=====

Arrangement ii

18
Properties=species:S:1:pos:R:3 method="wB97M-V/def2-TZVPD" total_charge=+1 spin_multiplicity=2 homo_lumo_gap_ev="11.7 / 5.7"
C -1.589 1.850 1.390
C -0.390 0.948 1.275
O 0.761 1.248 1.098
O -0.831 -0.322 1.460
H -2.497 1.280 1.259
H -1.504 2.685 0.689
H -1.532 2.398 2.334
C 0.053 -1.010 -1.475
C 0.737 -1.455 -2.790
N 1.139 -1.056 -0.469
H -0.361 -0.011 -1.495
H -0.713 -1.723 -1.178
H 1.106 -2.476 -2.687
H 1.621 -0.860 -3.035
H 1.477 -0.091 -0.318
H -0.080 -0.935 1.400
H 1.964 -1.570 -0.798
H 0.001 -1.317 -3.582

=====

Arrangement iii

18
Properties=species:S:1:pos:R:3 method="wB97M-V/def2-TZVPD" total_charge=+1 spin_multiplicity=2 homo_lumo_gap_ev="10.3 / 7.0"
C -1.645 0.476 1.252
C -0.702 0.045 0.222
C 0.351 0.839 -0.227
N 1.176 0.428 -1.190
C 2.120 -0.406 -1.149
H -1.731 -0.286 2.028
H -2.632 0.565 0.795
H -1.338 1.401 1.726
H -0.886 -0.892 -0.299
H 0.475 1.866 0.112
H 2.427 -0.885 -0.232
H 2.663 -0.655 -2.060
H 0.958 -1.237 3.135
H 0.861 -0.438 1.818
O 1.478 -0.738 2.494
H -0.411 -0.047 -2.656
H -1.922 0.266 -2.699
O -1.240 -0.303 -3.069

=====

Arrangement iv

18
Properties=species:S:1:pos:R:3 method="wB97M-V/def2-TZVPD" total_charge=+1 spin_multiplicity=2 homo_lumo_gap_ev="8.8 / 4.6"
O -1.486 0.719 -0.655
C -0.542 0.106 -0.243
C 0.280 0.471 0.970
C 1.690 -0.115 0.948
C 2.282 -0.632 -0.333
N -0.313 -0.181 2.138
H -0.314 -0.906 -0.713
H 0.274 1.582 1.144
H 1.710 -1.009 1.655
H 2.325 0.782 1.399
H 1.978 -1.688 -0.529
H 2.013 -0.059 -1.207
H 3.396 -0.647 -0.146
H -0.250 -1.139 2.041
H -1.175 0.062 2.432
H -3.321 0.937 -2.530
H -4.737 1.010 -3.094
O -3.809 0.707 -3.277

=====

arrangement i takes first place; second place is 0.0085 hartree up.

=====

Arrangement i

13
Properties=species:S:1:pos:R:3 method="wB97M-V/def2-TZVPD" total_charge=0 homo_lumo_gap_ev=9.4
C 1.601 -2.840 0.049
C 0.682 -1.877 0.556
C -0.762 0.074 0.613
H 1.708 -2.611 -1.103
H 1.233 -4.109 0.064
H 2.915 -2.705 0.615
H 0.939 -1.608 1.492
H -0.217 -2.429 0.649
H -0.766 -0.658 1.564
H -0.095 1.994 -1.530
N -1.280 1.185 0.633
S 0.735 -0.403 -0.325
S -1.103 2.383 -0.518

=====

Arrangement ii

13
Properties=species:S:1:pos:R:3 method="wB97M-V/def2-TZVPD" total_charge=0 homo_lumo_gap_ev=9.1
C 2.594 -0.911 -0.302
C 0.236 -0.166 -0.070
C -2.287 1.166 0.123
H 2.432 -1.817 0.360
H 3.237 -1.030 -1.156
H 3.006 -0.140 0.382
H 1.067 -0.266 -1.777
H -1.907 1.767 0.941
H -2.618 0.190 0.558
H -3.122 1.633 -0.453
N 1.326 -0.381 -0.810
S 0.118 -0.557 1.575
S -1.032 0.669 -1.056

=====

Arrangement iii

13
Properties=species:S:1:pos:R:3 method="wB97M-V/def2-TZVPD" total_charge=0 homo_lumo_gap_ev=8.5
C -1.482 -0.991 0.787
C -1.159 -0.117 -0.358
C 0.232 0.318 0.112
H -2.301 -1.878 0.456
H -1.641 -0.594 1.664
H -0.515 -1.594 0.922
H -1.739 0.840 -0.787
H -0.563 -0.041 -2.347
H -2.081 -1.196 -1.920
H 1.080 -1.309 -1.518
N -1.068 -0.776 -1.650
S 1.610 -0.431 -0.592
S 0.246 1.428 1.332

=====

Arrangement iv

13
Properties=species:S:1:pos:R:3 method="wB97M-V/def2-TZVPD" total_charge=0 homo_lumo_gap_ev=8.8
C -0.289 -1.771 0.583
C 0.131 0.751 -0.320
C -0.899 1.756 -0.036
H -0.272 -2.904 0.233
H -0.977 -1.905 1.316
H 0.821 -1.576 0.815
H -1.141 2.296 -1.015
H -0.797 2.704 0.934
H -1.915 1.248 0.396
H 2.113 -0.734 -1.630
N 1.380 0.951 0.025
S -0.696 -0.691 -0.955
S 2.539 -0.125 -0.346

=====

arrangement ii takes first place; second place is 0.0893 hartree up.

=====

Arrangement i

9
Properties=species:S:1:pos:R:3 method="wB97M-V/def2-TZVPD" total_charge=0 homo_lumo_gap_ev=8.9
C 0.686 -0.047 0.178
C 0.399 -1.116 -0.717
O 0.815 -1.299 -1.827
F -0.398 -2.079 -0.151
O -0.539 0.355 1.315
C -0.007 1.193 0.270
H -0.765 1.522 -0.446
H -1.353 -0.109 1.060
H 1.162 1.579 0.318

=====

Arrangement ii

9
Properties=species:S:1:pos:R:3 method="wB97M-V/def2-TZVPD" total_charge=0 homo_lumo_gap_ev="9.0 / 6.7"
C 0.520 0.986 0.137
C -2.035 -0.422 0.064
C 1.418 -0.127 -0.038
O 0.416 2.142 0.262
O -2.413 -1.152 0.920
F -2.805 -0.157 -1.040
H 1.311 -0.477 -1.067
H 1.124 -0.946 0.619
H 2.464 0.152 0.144

=====

arrangement ii takes first place; second place is 0.0901 hartree up.